Here is a single C3H4F2O molecule at a distorted geometry from the OMol25 dataset. Energies are from wB97M-V/def2-TZVPD.

Geometry as ORCA input:
```
! RIJCOSX wB97M-V def2-TZVPD def2/J DEFGRID3
* xyz 0 1
C 0.51427 0.23346 0.80188
C 0.39062 -0.53022 -0.46882
C -1.10291 -0.42354 -0.62819
O 0.62996 1.56692 0.84292
F 0.82754 -1.82168 -0.35357
F -1.87659 -1.20124 0.14719
H 0.15115 -0.21025 1.71406
H 0.91891 -0.09023 -1.32357
H -1.52239 0.55837 -0.78617
H 1.06945 1.91840 0.05427
*
```

Computed properties:
* energy above the lowest of the compared OMol25 structures with the same formula, charge and spin: 3.419 eV
* lowest unoccupied orbital energy (spin up / spin down): 0.021 / 0.016 Eh
* gap between HOMO and LUMO (spin up / spin down): 0.321 / 0.299 Eh

---

Here is a single C4H5N3 molecule at a distorted geometry from the OMol25 dataset. Energies are from wB97M-V/def2-TZVPD.

Geometry as ORCA input:
```
! RIJCOSX wB97M-V def2-TZVPD def2/J DEFGRID3
* xyz 0 1
N -1.78440 -1.93375 0.90772
C -1.24768 -1.12309 0.25906
C -0.51877 -0.13495 -0.56767
C -0.35377 1.19951 0.18551
N 0.82780 1.05673 1.07555
C 1.48176 0.09436 0.56690
N 0.83726 -0.54556 -0.79712
H -1.09707 0.06390 -1.46881
H -0.11647 1.99584 -0.52931
H -1.24467 1.47184 0.74919
H 2.27804 -0.58635 0.51482
H 0.85655 -1.58521 -0.91738
*
```

Computed properties:
* energy above the lowest of the compared OMol25 structures with the same formula, charge and spin: 2.701 eV
* lowest unoccupied orbital energy: 0.030 Eh
* gap between HOMO and LUMO: 0.402 Eh

---

Here is a single C17H28BIN2O4SSi molecule at a distorted geometry from the OMol25 dataset. Energies are from wB97M-V/def2-TZVPD.

Geometry as ORCA input:
```
! RIJCOSX wB97M-V def2-TZVPD def2/J DEFGRID3
* xyz 0 1
C 1.29872 0.02844 3.96856
O 0.96405 0.22612 2.56103
C 1.22901 -1.06440 1.91678
C 1.02656 -0.96050 0.31167
C -0.28668 -1.54348 -0.37689
C -1.47176 -2.25431 0.44038
C -2.74557 -1.24919 0.64563
O -2.38522 -0.39039 1.76143
Si -2.49596 1.29687 1.36653
C -3.99105 1.75871 0.25588
C -0.92448 2.04238 0.56793
C -2.73706 2.23499 3.05214
C -0.48129 -1.44228 -1.91914
B -1.77236 -1.94081 -2.74924
O -2.75880 -2.90096 -2.31235
O -1.97475 -1.36586 -4.08159
C -1.73753 -2.48825 -4.99514
C 0.69593 -0.78955 -2.73301
N 0.87286 -0.57183 -4.13862
S 2.35873 0.18844 -4.58547
N 2.95606 0.30066 -2.98470
C 2.01090 -0.22946 -2.04961
C 2.19227 -0.28205 -0.49654
C 3.44013 0.25140 0.33942
C 4.38120 1.30613 -0.41972
C 5.11670 2.20804 0.73392
I 4.22788 4.21790 0.57008
H 2.41810 -0.10652 4.16158
H 0.88069 0.91350 4.58646
H 0.73446 -0.91124 4.33115
H 0.58809 -1.89851 2.38424
H 2.32835 -1.37642 2.12467
H -1.80600 -3.25319 -0.04049
H -1.16106 -2.54393 1.51878
H -3.62659 -1.92754 0.92293
H -2.86778 -0.69961 -0.35162
H -4.93333 1.23019 0.63290
H -3.76820 1.31421 -0.79082
H -4.10548 2.89453 0.14558
H -0.47229 1.40106 -0.28180
H -1.22966 3.07440 0.13713
H -0.11341 2.24848 1.34852
H -2.18564 1.62370 3.86236
H -2.34312 3.31640 2.98678
H -3.85524 2.17023 3.28820
H -3.61719 -2.46332 -2.09062
H -0.86699 -3.16002 -4.67143
H -1.49364 -2.06933 -6.04092
H -2.68527 -3.13144 -5.12928
H 4.00783 -0.64982 0.79203
H 3.00010 0.80959 1.25710
H 5.19465 0.68506 -0.96387
H 3.82538 1.99705 -1.15112
H 6.25490 2.21363 0.63219
H 4.88981 1.71209 1.75001
*
```

Computed properties:
* energy above the lowest of the compared OMol25 structures with the same formula, charge and spin: 7.449 eV
* lowest unoccupied orbital energy: -0.053 Eh
* gap between HOMO and LUMO: 0.259 Eh

---

Here is a single C4H5NO2 molecule from the OMol25 dataset. Energies are from wB97M-V/def2-TZVPD.

Geometry as ORCA input:
```
! RIJCOSX wB97M-V def2-TZVPD def2/J DEFGRID3
* xyz 0 1
O -2.61096 0.80808 0.04630
C -1.77984 -0.06498 0.04717
C -0.38669 0.15960 -0.48815
C 0.56902 0.79304 0.55549
N 1.77994 -0.02765 0.48353
C 1.48690 -1.00811 -0.25502
O 0.24377 -1.08968 -0.80212
H -1.97874 -1.07270 0.46430
H -0.44797 0.75416 -1.40359
H 0.79213 1.83712 0.32882
H 0.16309 0.75082 1.57274
H 2.14932 -1.82576 -0.51567
*
```

Computed properties:
* energy above the lowest of the compared OMol25 structures with the same formula, charge and spin: 1.232 eV
* lowest unoccupied orbital energy: 0.028 Eh
* gap between HOMO and LUMO: 0.397 Eh

---

Here is a molecular structure, C6H12O at a distorted geometry from the OMol25 dataset. Energies are from wB97M-V/def2-TZVPD.

Geometry as ORCA input:
```
! RIJCOSX wB97M-V def2-TZVPD def2/J DEFGRID3
* xyz 0 1
C 1.96232 -0.86847 -0.41773
C 0.65511 -0.19767 -0.05666
O 0.85785 0.13381 1.33860
C 0.21114 1.10981 -0.64796
C -1.18394 1.10609 0.72094
C -1.79499 -0.13449 0.09661
C -0.59192 -1.07874 -0.17096
H 2.78522 -0.15204 -0.30815
H 1.98125 -1.30937 -1.41387
H 2.11488 -1.65183 0.33458
H 0.97273 1.09801 1.33447
H 1.09125 1.76847 -0.86895
H -0.31285 1.04893 -1.62511
H -1.11770 0.91669 1.82746
H -1.63581 2.07013 0.60512
H -2.25097 0.20527 -0.83202
H -2.56523 -0.64856 0.68654
H -0.66588 -1.53540 -1.16750
H -0.51248 -1.88064 0.56461
*
```

Computed properties:
* energy above the lowest of the compared OMol25 structures with the same formula, charge and spin: 2.907 eV
* lowest unoccupied orbital energy: 0.037 Eh
* gap between HOMO and LUMO: 0.378 Eh

---

Here is 6 unconnected molecules or ions with the total composition C15H25Cl10N3O2 from the OMol25 dataset. Energies are from wB97M-V/def2-TZVPD.

Geometry as ORCA input:
```
! RIJCOSX wB97M-V def2-TZVPD def2/J DEFGRID3
* xyz 0 1
C -1.24200 -0.14068 2.62227
C -1.48545 -1.61336 2.19736
C -0.18393 -2.14363 1.72228
N 0.81102 -2.54650 1.31361
C -2.01178 -2.43953 3.39909
C -0.91332 -2.78580 4.30989
N -0.05917 -3.10421 5.00745
O -2.41468 -1.55221 1.12626
N -3.02725 -2.83142 0.79561
O -2.40700 -3.38825 -0.00805
H -1.61088 0.48253 1.81281
H -1.85386 0.08598 3.49313
H -0.19203 0.06653 2.79144
H -2.47166 -3.38382 3.10815
H -2.72325 -1.85888 3.98315
Cl 0.28024 2.54540 1.41711
C 1.38360 3.32831 2.57657
C 2.72275 2.64233 2.60743
Cl 2.60849 1.00795 3.31070
H 0.90719 3.31782 3.55367
H 1.50090 4.36296 2.25690
H 3.41824 3.20759 3.22528
H 3.14605 2.54800 1.61052
Cl -1.74152 4.23235 -1.21655
C -0.83306 5.59376 -1.92256
C 0.49970 5.16701 -2.48090
Cl 1.64356 4.67417 -1.20435
H -0.71511 6.35035 -1.15128
H -1.44731 6.00315 -2.72270
H 0.95666 6.00102 -3.01067
H 0.39182 4.33314 -3.16947
Cl -5.54494 -2.55459 -2.43663
C -4.40461 -3.91059 -2.64815
C -5.06203 -5.12028 -3.25689
Cl -6.23549 -5.87738 -2.14798
H -3.97400 -4.13835 -1.67888
H -3.60994 -3.55129 -3.29923
H -4.30512 -5.86981 -3.48084
H -5.58551 -4.86720 -4.17491
Cl -0.70208 -3.03538 -4.40084
C -0.14552 -1.63250 -3.44577
C -1.25750 -0.65565 -3.16280
Cl -1.81359 0.17704 -4.63786
H 0.66814 -1.16358 -3.99223
H 0.24339 -2.02279 -2.50646
H -0.90147 0.11157 -2.47721
H -2.11754 -1.14948 -2.71630
Cl 5.73599 2.47208 -0.03041
C 6.86052 1.22201 0.56892
C 6.22926 0.35182 1.62392
Cl 5.91728 1.24459 3.13132
H 7.74559 1.72614 0.94737
H 7.14248 0.61234 -0.28762
H 6.89803 -0.47033 1.87199
H 5.28173 -0.06048 1.28331
*
```

Computed properties:
* lowest unoccupied orbital energy: -0.042 Eh
* gap between HOMO and LUMO: 0.341 Eh

---

Here is a molecular structure, C16H24N9O3Rb at a distorted geometry from the OMol25 dataset. Energies are from wB97M-V/def2-TZVPD.

Geometry as ORCA input:
```
! RIJCOSX wB97M-V def2-TZVPD def2/J DEFGRID3
* xyz 0 1
Rb 0.41531 -0.06406 -0.31480
N 1.99671 2.07624 -2.80348
O 1.88733 0.87619 -3.05945
O 1.76673 2.37960 -1.65048
O 2.46518 2.82151 -3.64526
C 2.80565 -4.03861 1.63723
C 2.03840 -2.95015 2.16537
N 1.42503 -2.07943 2.62763
H 3.49780 -4.52203 2.32666
H 3.49682 -3.59049 0.92338
H 2.12455 -4.75899 1.18417
C -3.37744 2.50977 1.93079
C -2.97310 1.50104 0.93356
N -2.68311 0.68543 0.15933
H -2.93268 3.48440 1.72982
H -3.06590 2.11486 2.89779
H -4.44754 2.62530 2.10295
C 4.44689 1.46407 -0.38800
C 4.00415 0.14403 0.00362
N 3.67662 -0.94419 0.32906
H 5.50355 1.58772 -0.15075
H 3.72084 2.17186 0.01198
H 4.43402 1.49598 -1.47746
C -4.71454 -2.11680 -0.36210
C -4.73538 -2.51314 -1.76637
N -4.85353 -2.74677 -2.88364
H -5.31164 -2.77377 0.27033
H -5.06420 -1.08978 -0.25686
H -3.65813 -2.17847 -0.10077
C 0.26649 -0.43004 -5.36094
C -0.10595 -1.20104 -4.15586
N -0.36882 -1.76635 -3.21225
H 0.31454 -1.18639 -6.14435
H 1.27551 -0.02212 -5.30105
H -0.52402 0.27247 -5.62492
C 2.37003 0.56047 4.23462
C 1.81531 1.23478 3.08327
N 1.33467 1.76121 2.17889
H 3.06803 -0.23985 3.98887
H 1.57232 0.09326 4.81209
H 2.88052 1.27758 4.87746
C -0.90915 4.81994 -1.88235
C -0.83161 4.53732 -0.50831
N -0.78711 4.28540 0.62138
H -1.30641 3.97451 -2.44407
H 0.02853 5.02935 -2.39714
H -1.52804 5.70784 -2.01156
C -1.89594 -3.47904 2.62713
C -1.39406 -3.13232 1.28030
N -1.01958 -2.93246 0.24841
H -2.52800 -4.35368 2.47348
H -2.54462 -2.66291 2.94533
H -1.07080 -3.71950 3.29751
*
```

Computed properties:
* lowest unoccupied orbital energy: -0.004 Eh
* gap between HOMO and LUMO: 0.286 Eh

---

| no. | molecular weight (g mol⁻¹) |
| --- | --- |
| 1 | 94.06 |
| 2 | 95.10 |
| 3 | 522.29 |
| 4 | 99.09 |
| 5 | 100.16 |
| 6 | 633.91 |
| 7 | 475.90 |